Computed, not measured: 2 unconnected molecules or ions with the total composition CHClO3S in a non-equilibrium geometry, with ωB97M-V/def2-TZVPD.

The max |F| comes out at 1.64 eV Å⁻¹. The calculation puts the HOMO-LUMO gap at 0.3755 Ha. As for the total charge: 0.

Each line ends with the natural charge from an NBO analysis.
Element x y z (Å)
C: -1.62105 0.21782 0.27592  1.036
O: -1.88108 -0.12436 -0.78918  -0.542
O: 0.41598 1.02951 -0.25450  -0.913
O: -1.50580 0.49236 1.38119  -0.515
S: 1.25813 -0.01672 -0.79604  1.142
Cl: 0.83676 -1.75357 0.28953  -0.254
H: 2.49706 0.15495 -0.10692  0.046

Cartesian forces (eV/Å) of the 2 atoms listed first:
-1.1 -0.3 0.3
-0.3 -0.4 -1.6


Computed, not measured: 5 unconnected molecules or ions with the total composition C28H32F32O10 in a non-equilibrium geometry, with ωB97M-V/def2-TZVPD.

The max |F| comes out at 9.85 eV Å⁻¹. The calculation puts the HOMO-LUMO gap at 0.3657 Ha. As for the total charge: 0.

Each line ends with the Löwdin charge.
Element x y z (Å)
F: -6.11044 -3.09394 2.64753  0.088
C: -5.04804 -2.32415 2.32652  -0.288
F: -5.32925 -1.77442 1.11491  0.082
C: -3.74750 -3.12006 2.26570  -0.426
F: -3.77894 -4.04897 1.27375  0.125
F: -2.73813 -2.25598 1.92992  0.097
C: -3.34012 -3.80064 3.58041  -0.047
O: -3.69629 -5.18090 3.71786  0.036
C: -5.03093 -5.42506 4.16001  -0.476
F: -5.57003 -4.26468 4.60329  0.121
F: -4.91706 -6.22504 5.25534  0.139
C: -5.89274 -6.11970 3.09883  -0.266
F: -5.94500 -5.40793 1.94569  0.087
F: -7.17502 -6.26080 3.52648  0.096
H: -4.98042 -1.50743 3.05066  0.177
H: -2.24326 -3.80482 3.59972  0.132
H: -3.62532 -3.21624 4.46288  0.151
H: -5.49890 -7.11077 2.86371  0.175
F: -4.68058 1.16639 -4.09128  0.083
C: -5.48593 0.10804 -3.85542  -0.291
F: -6.01662 -0.24115 -5.05779  0.091
C: -6.59159 0.42764 -2.85345  -0.430
F: -7.44118 1.37310 -3.33526  0.125
F: -7.35136 -0.70085 -2.68773  0.104
C: -6.10368 0.85162 -1.46068  -0.054
O: -6.03847 2.26050 -1.21236  0.034
C: -4.85471 2.90746 -1.67770  -0.475
F: -3.94096 1.96789 -2.01807  0.121
F: -4.33827 3.55498 -0.59758  0.139
C: -5.12798 3.91322 -2.80248  -0.261
F: -5.74487 3.33173 -3.86097  0.088
F: -3.96992 4.44667 -3.27299  0.088
H: -4.86893 -0.72744 -3.51299  0.175
H: -6.85346 0.48916 -0.74658  0.151
H: -5.17882 0.34249 -1.16567  0.142
H: -5.76306 4.72906 -2.45080  0.178
F: 8.05781 0.04006 0.94440  0.082
C: 7.02337 -0.59846 0.35572  -0.302
F: 7.49165 -1.82058 -0.01362  0.088
C: 6.48343 0.15749 -0.85490  -0.429
F: 7.41174 0.23945 -1.84452  0.125
F: 5.44757 -0.56997 -1.38028  0.098
C: 5.94154 1.56247 -0.55494  -0.052
O: 6.83885 2.65312 -0.79202  0.033
C: 7.75807 2.92710 0.26455  -0.476
F: 7.37999 2.24176 1.36953  0.122
F: 7.59125 4.24351 0.56772  0.138
C: 9.21646 2.66784 -0.13195  -0.266
F: 9.40734 1.39131 -0.54803  0.088
F: 10.05140 2.86141 0.92277  0.095
H: 6.24286 -0.75786 1.10497  0.159
H: 5.11988 1.73449 -1.26118  0.152
H: 5.47000 1.62982 0.43234  0.148
H: 9.52546 3.33388 -0.94036  0.176
F: -5.72448 7.53697 -4.33149  0.082
C: -4.46622 7.32370 -4.77378  -0.297
F: -3.63812 7.85263 -3.83369  0.094
C: -4.20981 7.96303 -6.13543  -0.428
F: -4.30017 9.31796 -6.07351  0.124
F: -2.91349 7.69574 -6.49082  0.103
C: -5.10445 7.44999 -7.27298  -0.052
O: -6.25831 8.24096 -7.57934  0.032
C: -7.39792 8.00192 -6.75439  -0.477
F: -7.19336 6.87500 -6.03202  0.120
F: -8.41903 7.71675 -7.60801  0.138
C: -7.77015 9.21059 -5.88727  -0.266
F: -6.74031 9.60056 -5.09579  0.088
F: -8.80687 8.91702 -5.05898  0.095
H: -4.28662 6.24529 -4.80116  0.157
H: -4.49940 7.49539 -8.18694  0.151
H: -5.35496 6.38827 -7.16525  0.147
H: -8.05763 10.06222 -6.50752  0.175
C: 8.79176 -6.02928 3.75432  -0.103
C: 7.71043 -5.43519 4.88361  -0.235
O: 8.25439 -4.17809 5.42088  -0.218
C: 7.44554 -3.00865 5.03971  -0.158
C: 7.23345 -2.80699 3.42554  -0.165
O: 5.82704 -2.66568 3.01501  -0.208
C: 5.27695 -3.91088 2.45790  -0.159
C: 3.96646 -3.61449 1.46655  -0.124
O: 2.71901 -3.44980 2.23589  -0.174
C: 2.14316 -4.74108 2.64417  -0.162
O: 0.74902 -4.56359 3.16852  -0.054
C: 0.76832 -3.43601 4.13774  -0.262
O: 1.46044 -3.50548 5.30898  0.011
O: -0.00374 -2.21684 3.75078  0.033
H: 9.80162 -5.43591 3.91634  0.095
H: 8.42374 -5.80224 2.65196  0.061
H: 8.92522 -7.19428 3.82364  0.077
H: 7.64070 -6.29957 5.70360  0.130
H: 6.62188 -5.32934 4.44886  0.105
H: 6.38619 -2.95861 5.57357  0.146
H: 8.03573 -2.05531 5.44946  0.142
H: 7.80086 -3.61695 2.76541  0.128
H: 7.76128 -1.77243 3.14885  0.135
H: 6.05110 -4.59894 1.91351  0.134
H: 4.85564 -4.54232 3.36929  0.120
H: 4.19981 -2.56049 0.95819  0.144
H: 3.84172 -4.46084 0.63561  0.145
H: 2.76136 -5.15450 3.57251  0.151
H: 2.14410 -5.56355 1.79054  0.165
H: 0.10723 -2.18245 2.75380  0.126

Cartesian forces (eV/Å) of the 2 atoms listed first:
0.3 0.5 -0.3
-0.7 0.6 -0.3


Computed, not measured: C3H5N3 in the gas phase in a non-equilibrium geometry, with ωB97M-V/def2-TZVPD.

The max |F| comes out at 2.00 eV Å⁻¹. The calculation puts the HOMO-LUMO gap at 0.3284 Ha. As for the total charge: 0.

Each line ends with the natural charge from an NBO analysis.
Element x y z (Å)
N: -1.86520 -0.12516 0.22627  -0.825
C: -0.50603 -0.15539 -0.03392  0.343
C: 0.53867 -1.06492 -0.02270  -0.429
C: 1.71757 -0.22540 0.05300  -0.034
N: 1.47977 1.04706 -0.07103  -0.274
N: 0.13584 1.18305 -0.11468  -0.435
H: -2.53997 -0.85068 0.43600  0.413
H: -2.25123 0.77547 0.02605  0.385
H: 0.61190 -2.14481 -0.19997  0.240
H: 2.72482 -0.48157 0.36376  0.203
H: -0.04614 2.04236 -0.66277  0.412

Cartesian forces (eV/Å) of the 2 atoms listed first:
0.2 0.3 -0.6
0.9 1.8 -0.3


Computed, not measured: 2 unconnected molecules or ions with the total composition C27H22BrCl2F3NO7PS in a non-equilibrium geometry, with ωB97M-V/def2-TZVPD.

The max |F| comes out at 4.10 eV Å⁻¹. The calculation puts the HOMO-LUMO gap at 0.2611 Ha. As for the total charge: 0.

Each line ends with the natural charge from an NBO analysis.
Element x y z (Å)
C: -2.63997 2.68933 4.27473  -0.649
C: -3.03822 2.53508 2.77715  -0.031
C: -4.46791 2.48059 2.46368  -0.213
C: -4.97855 2.31054 1.09444  -0.217
C: -3.96869 2.18523 0.03416  -0.205
C: -2.54460 2.22823 0.34738  -0.222
C: -2.05133 2.40954 1.70769  -0.007
C: -0.49009 2.41762 1.93481  -0.465
C: -0.05628 0.89742 1.84515  0.071
C: -0.49165 0.02950 2.93881  -0.234
C: -0.16901 -1.40872 2.92113  0.142
C: -0.71917 -2.24637 4.12146  -0.668
C: 0.59305 -1.95102 1.79582  -0.016
C: 0.92598 -3.47232 1.73812  -0.547
C: 2.35395 -3.77836 2.29888  0.455
O: 2.83069 -3.19836 3.24513  -0.520
C: 1.01559 -1.07062 0.72096  -0.103
C: 0.70586 0.38040 0.71909  -0.153
C: 1.18080 1.24470 -0.49230  0.560
O: 1.66839 2.33657 -0.38223  -0.473
C: 1.00654 0.53188 -1.89116  -0.029
C: 0.58399 1.22876 -3.11250  -0.429
P: 0.25079 3.04860 -3.20102  2.174
N: 1.57527 3.86644 -2.92237  -1.344
O: -0.86565 3.57132 -2.10417  -0.963
O: -0.19811 3.40066 -4.76161  -0.974
C: 0.42212 0.41801 -4.31886  -0.091
C: 0.66698 -1.03545 -4.34268  -0.383
S: 0.35161 -1.84939 -5.93038  2.048
O: 0.71172 -0.93531 -7.00596  -0.896
O: 1.03919 -3.11273 -6.12046  -0.865
C: -1.51597 -2.03097 -6.02714  0.753
F: -1.94470 -2.30884 -7.27500  -0.283
F: -2.08041 -0.82059 -5.66462  -0.323
F: -1.99061 -2.95758 -5.14904  -0.305
C: 1.12840 -1.68041 -3.11597  -0.030
Br: 1.48697 -3.58285 -3.06405  0.154
C: 1.30394 -0.91729 -1.88280  -0.068
C: 1.79306 -1.56771 -0.53717  0.558
O: 2.69025 -2.36800 -0.46762  -0.495
H: -3.15480 3.55089 4.78269  0.234
H: -3.02056 1.76696 4.80764  0.220
H: -1.54133 2.72694 4.46298  0.215
H: -5.24563 2.54081 3.26892  0.216
H: -6.06417 2.27342 0.86234  0.225
H: -4.30099 2.02401 -1.02098  0.218
H: -1.82519 2.09662 -0.48877  0.220
H: 0.04927 3.04257 1.18560  0.256
H: -0.23636 2.76450 2.97162  0.231
H: -1.09558 0.47317 3.75891  0.228
H: -0.75372 -3.34693 3.89971  0.219
H: -1.80169 -1.94113 4.23012  0.225
H: -0.22879 -2.00515 5.09417  0.244
H: 0.10217 -4.05944 2.21103  0.248
H: 0.94234 -3.75336 0.64451  0.237
H: 2.97023 -4.54850 1.74881  0.127
H: 2.35301 3.23798 -2.71533  0.386
H: -0.56519 4.48028 -1.88612  0.531
H: 0.63409 3.65557 -5.20928  0.528
H: 0.08197 0.91496 -5.26295  0.278
Cl: 5.80785 -2.03388 4.57572  -0.021
C: 6.05323 -2.71685 2.96675  -0.395
Cl: 7.26359 -4.00721 2.99071  -0.035
H: 5.11080 -3.12395 2.61358  0.230
H: 6.39124 -1.92979 2.29812  0.219

Cartesian forces (eV/Å) of the 2 atoms listed first:
-0.6 -0.7 0.1
-0.4 0.0 -1.1


Going through the records in order, we get ΔE to the lowest compared entry with this formula, charge and spin values of 65.08 544.87 159.16 353.59 kJ/mol.